Record 1
Density functional theory data (wB97M-V/def2-TZVPD) for C19H23NO4STi as an isolated structure in a non-equilibrium geometry.

- gap between HOMO and LUMO (alpha / beta) (eV) = 7.03 / 9.21
- DFT total energy (eV) = -63707.963
- 2S+1 = 3
- LUMO energy (alpha / beta) (eV) = 0.42 / -0.05

Cartesian coordinates (Å):
C -0.68970 -1.93786 0.10751
H 0.34160 -1.36319 3.91066
C 2.20723 0.69840 0.80452
C 0.44205 2.44679 2.07954
H -3.29398 1.25805 -5.44367
C -1.91220 0.78587 -2.40102
H -1.11444 0.57997 3.68092
O 0.25001 -1.03571 -0.02187
C 0.50252 -0.49961 4.55731
C 0.63715 1.15791 2.63872
C -1.31011 0.52617 -5.10614
H -0.35505 1.57729 5.92488
H -0.68796 2.74404 4.65576
C -2.09751 -1.30207 0.02978
H -0.19157 3.16192 2.58031
H 2.48101 3.40302 -1.27884
C -0.66564 0.30506 -2.78425
H -1.83472 0.60345 -7.18895
C 1.59915 0.33165 2.02830
H 0.98815 2.31691 5.04478
C 1.92693 1.94390 0.19908
H 0.00555 -0.69628 5.50647
H -0.22773 1.22306 -6.80886
C -0.95647 0.44743 -6.56486
H -2.77251 -1.81514 0.71143
H -0.51131 -0.51482 -6.81872
N -1.92916 0.10561 0.36853
H -2.47139 -1.43621 -0.99061
H 1.57084 -0.39156 4.75562
H 0.57973 -0.22826 -4.44081
H 0.07191 0.01558 -2.04915
C 1.10316 2.83452 0.90381
H -3.82400 1.49045 -3.02465
C -0.37980 0.16984 -4.13128
O -1.22167 2.22752 -0.38010
C 2.59565 2.33630 -1.09234
Ti -0.03863 0.75854 0.48614
C -2.86190 1.12061 -3.35231
C -0.06749 0.77479 3.93313
S -2.28011 1.22641 -0.69941
H 0.95645 3.83441 0.51958
H 1.86271 -0.62008 2.46086
H 2.93052 0.03303 0.35693
O -0.51915 -3.12499 0.25449
O -3.63229 1.69852 -0.68996
C -2.55554 0.99128 -4.69759
C -0.02719 1.92801 4.94659
H 2.16279 1.80358 -1.94024
H 3.65960 2.10046 -1.05854


Record 2
Density functional theory data (wB97M-V/def2-TZVPD) for C19H24BrN3O4 in the gas phase.

- gap between HOMO and LUMO (eV) = 8.01
- DFT total energy (eV) = -102796.459
- SMILES = COC(=O)c1[nH]c2ccc(Br)cc2c1NC(=O)CN1CCCC[C@H]1CCO
- LUMO energy (eV) = -0.01

Cartesian coordinates (Å):
H 3.81988 -3.04695 -1.20425
C 2.39448 0.30431 0.24500
C -4.67213 3.20916 -1.05923
H -4.60303 4.18453 0.85282
H -3.10586 -4.82486 -0.18185
C 4.20000 -0.98676 -0.76437
C -4.95904 1.81272 -0.51398
H -2.70506 0.53222 2.39566
C -1.16623 -3.23259 0.56944
H -3.66189 5.00717 -0.40174
N -0.73160 -0.37932 1.20926
Br 4.80134 1.73852 -0.21556
C 3.42929 -2.12353 -0.80570
C 1.59313 -0.84152 0.21197
H -5.61020 3.69597 -1.33380
O 0.01196 1.77592 1.06543
N -3.09633 1.99991 0.99496
H 5.21414 -0.99998 -1.13230
H 2.00549 1.23287 0.63054
C -3.68328 1.12660 -0.00389
H -4.05739 3.15280 -1.96029
H -2.87693 1.39397 -2.01552
H -2.99958 -1.40453 -0.79863
C -2.99830 -0.71399 -1.64499
H -3.98182 0.20885 0.51758
C -2.74849 0.71736 -1.16795
O -2.16346 -2.76021 1.08844
H -1.96863 3.20714 -0.34992
C 0.04492 -2.48582 0.33326
C -2.19779 1.39192 1.94943
H 1.27005 -3.97794 -0.52188
C -3.94265 4.03142 -0.00221
H -2.49700 -5.37590 1.39246
C -0.84394 0.97516 1.37189
C 3.67398 0.20164 -0.24335
O -1.08747 -4.50705 0.14940
C 2.12709 -2.05098 -0.31555
H -5.42760 1.18454 -1.27218
H -1.70752 0.79290 -0.85404
H -2.04224 -6.26434 -0.09485
H -2.21465 3.85100 1.27744
H -1.55093 -0.94805 1.42301
C -2.26034 -5.28830 0.33025
C 0.25896 -1.13914 0.62216
H -4.31154 -0.27434 -3.00744
C -2.69452 3.29005 0.47304
H -2.19043 -1.01144 -2.33338
H -5.64955 1.90272 0.32615
H -2.00507 2.13334 2.73165
N 1.18173 -3.01835 -0.23488
O -4.24938 -0.88862 -2.26681


Record 3
Density functional theory data (wB97M-V/def2-TZVPD) for C19H24CdCl2O2Te4 as an isolated structure in a non-equilibrium geometry.

- gap between HOMO and LUMO (eV) = 4.71
- DFT total energy (eV) = -82971.769
- net charge = -2
- LUMO energy (eV) = 3.95

Cartesian coordinates (Å):
Te -1.11632 2.22367 -4.53310
C -2.58363 -3.60676 2.52532
H 4.48193 0.73283 1.56624
H 3.45330 -2.46772 1.33368
Cd 0.21408 0.31409 -0.56206
C 3.58385 0.19890 1.22311
H 2.49962 1.71490 3.73105
H -0.38635 3.61605 -1.39184
H 1.05396 3.42637 -2.34711
Te -1.86473 0.87508 -2.32139
H 3.89778 -0.42362 0.38358
C 2.26278 1.69287 -0.46362
H -0.98389 3.82308 0.92390
H 2.64643 -3.99141 0.81932
H 1.31396 0.44755 3.42667
C -3.17334 -1.43311 3.29851
H -3.98866 -3.22453 4.14461
H -3.94485 1.40679 3.37866
C -2.85428 1.46057 3.39016
O -0.65787 -1.23416 0.65507
C 1.62406 1.77931 1.74744
H -3.76852 -0.79396 3.93962
C -2.26999 0.63325 2.24973
H 3.16032 0.36574 -1.93515
C -1.74030 -3.06264 1.60122
Cl 2.14551 -2.21189 -0.60183
C -3.31666 -2.79415 3.41391
H -2.55436 2.49569 3.23838
H 4.13509 1.77525 -1.54599
H -0.51101 3.39122 2.55481
Te -0.80494 -1.70396 -2.81278
H 3.28325 -0.45421 2.05010
C 0.87101 2.73520 1.03546
C 3.18967 -3.10925 0.50056
C 1.24973 2.69778 -0.31584
Te -2.06054 -2.80056 -4.90524
H -2.69920 -4.68537 2.56798
H -2.50905 1.10758 4.36150
C 0.70567 3.64541 -1.33786
C -0.12333 3.71072 1.58618
C -2.32116 -0.83537 2.35404
C 1.55456 1.49718 3.21750
H 0.98420 4.67961 -1.10170
O -1.79969 1.21845 1.29101
C 3.10296 1.42810 -1.68369
C -1.52968 -1.64218 1.49002
H 2.69638 1.94171 -2.55580
H 0.32072 4.70597 1.72038
H -1.19823 -3.67580 0.89148
H 0.78247 2.10179 3.69774
C 2.48321 1.13670 0.84403
Cl 4.69967 -3.63886 -0.27496


Record 4
Density functional theory data (wB97M-V/def2-TZVPD) for C19H24ClN3O2S in the gas phase.

- gap between HOMO and LUMO (eV) = 8.39
- DFT total energy (eV) = -52015.024
- SMILES = S=C(Nc1ccc(Cl)cc1)N(CCCN1CCOCC1)Cc1ccco1
- LUMO energy (eV) = 0.57

Cartesian coordinates (Å):
C 3.85116 -1.97432 0.30478
H -3.15657 1.15474 0.99974
H 0.48102 4.73440 0.22454
C 2.11660 -0.52136 1.06335
H 3.64171 2.74441 -1.16912
C 2.80167 2.61527 -0.48535
H 3.50821 -2.95469 -1.56495
H -0.87519 2.07646 -1.86440
H -3.88507 0.60100 -1.52686
H 1.30667 -1.92533 -1.90396
H -4.94011 -3.03709 2.14549
S -1.15085 -2.08500 -1.49753
H 1.71795 0.15211 1.80920
C -3.42921 -0.26271 -1.03490
H -2.25137 3.37566 0.53513
H -3.01199 2.69879 -0.89656
C 1.87369 -1.69162 -1.01948
C -2.20574 1.23257 0.46003
H 1.86531 2.59168 1.92639
N -2.14759 0.12539 -0.47056
O 2.93051 3.61809 0.49527
C -0.89785 2.82471 -1.06692
H -3.22923 -1.04357 -1.77555
N 0.12569 -0.16159 -0.19455
H 2.86631 1.62144 -0.01848
C 1.85580 3.55739 1.39784
C -5.03591 -2.16272 1.53316
H 3.93711 -0.86477 2.13580
C 1.35621 -0.81518 -0.07066
O -4.04930 -1.91231 0.66149
C -2.15480 2.60285 -0.22796
Cl 5.40512 -2.69685 0.53761
N 0.34942 2.69040 -0.32071
H 1.39478 1.91436 -1.95295
H -0.96394 3.81867 -1.54182
H 0.14266 0.80927 0.12504
C -1.04450 -0.64478 -0.68334
H -6.07304 0.57945 0.12045
C 1.48147 2.74090 -1.24433
C -4.37024 -0.78193 0.00172
H -1.40713 1.15087 1.19958
H -0.28857 3.65868 1.42153
C 3.11351 -2.27340 -0.82798
H -6.90303 -1.15006 2.02803
H 2.01079 4.36246 2.11801
C 0.51383 3.73322 0.68601
C 3.35751 -1.09398 1.25534
C -5.56428 -0.30064 0.45829
C -6.00068 -1.20719 1.45499
H 1.48047 3.69038 -1.80510


Record 5
Density functional theory data (wB97M-V/def2-TZVPD) for C19H24FNO3 in the gas phase.

- gap between HOMO and LUMO (eV) = 8.83
- DFT total energy (eV) = -30441.384
- SMILES = CN(CCOc1ccccc1)C[C@@H](O)COCc1ccccc1F
- LUMO energy (eV) = 0.78

Cartesian coordinates (Å):
C 4.75701 1.00672 1.00543
C -2.14375 -1.21096 -0.69207
H -4.17829 0.23940 -2.11207
C 2.18504 -0.47567 -0.57290
C 6.93056 1.26519 -0.69613
C -4.98603 -0.02246 -0.12926
O 2.90465 -1.12817 0.45429
H -3.95131 -1.88300 -1.70082
H -1.65969 -1.46200 -1.63903
C 5.07336 -0.04569 0.15587
H 3.90835 0.90268 1.66443
C 6.16658 0.11385 -0.68513
H -2.25402 -0.11567 -0.63278
H -2.76656 -1.43266 1.84656
C 6.59156 2.30087 0.15706
C -1.71613 -1.20494 1.67828
C -3.54087 -1.85480 -0.68409
H 1.29170 0.04493 1.71978
C -5.79916 0.55139 0.85040
H 5.23792 2.97776 1.67005
O -4.45344 -1.23433 0.19387
F 6.50105 -0.89214 -1.52736
C -4.80028 0.65065 -1.33213
H -5.26891 2.38234 -2.48191
H -5.93460 0.01671 1.77754
H -7.03641 2.19697 1.39812
C 0.73868 -0.30690 -0.08588
C 0.09305 -1.69737 0.12747
H 0.59874 -2.18071 0.96758
H -1.12553 -1.69364 2.45159
H -6.70218 3.38836 -0.74381
H 0.28111 -2.29624 -0.76880
H 2.62103 0.51299 -0.77524
H 2.21666 -1.06791 -1.49884
C -5.42156 1.87101 -1.54241
H 4.37307 -1.82711 -0.81810
H -1.57420 -0.11946 1.75255
H 7.17717 3.20720 0.15724
H 7.77096 1.33722 -1.36821
H -3.45016 -2.87921 -0.31497
C -6.22505 2.43587 -0.57032
C 5.50456 2.17082 1.00498
C 4.26492 -1.32153 0.15231
H 0.17679 0.25707 -0.83726
H 4.64077 -1.99202 0.93339
O 0.72296 0.48525 1.07547
C -6.41100 1.76703 0.62974
N -1.32912 -1.73768 0.38550